No. 1
{"formula": "C24H18Br2Cl5N6O8S3Tb", "method": "ωB97M-V with the def2-TZVPD basis set", "elements": ["Tb", "Br", "C", "Br", "H", "H", "S", "C", "N", "C", "C", "C", "C", "C", "C", "S", "H", "H", "H", "H", "Cl", "C", "C", "C", "Cl", "C", "Cl", "C", "Cl", "C", "Cl", "N", "C", "C", "O", "O", "H", "H", "H", "H", "H", "N", "C", "N", "S", "H", "H", "H", "H", "O", "C", "O", "C", "C", "C", "C", "C", "C", "N", "O", "O", "N", "O", "O", "H", "H", "H"], "xyz": [[0.0053, 0.0333, -0.1498], [2.7967, 2.0846, -0.4845], [4.0633, 0.8847, -1.3626], [3.3751, -0.8973, -1.6853], [4.9374, 0.8012, -0.7298], [4.3012, 1.3221, -2.3229], [-0.2934, 2.5066, 1.2998], [-1.0778, 2.9039, -0.1374], [-1.0775, 2.1131, -1.1948], [-1.8068, 2.6577, -2.2433], [-2.0096, 2.0858, -3.5008], [-2.7843, 2.7481, -4.4363], [-3.3801, 3.9736, -4.1401], [-3.1940, 4.5571, -2.8989], [-2.4040, 3.9005, -1.9658], [-2.0036, 4.3837, -0.3415], [-1.5732, 1.1266, -3.7295], [-2.9199, 2.3075, -5.4163], [-3.9884, 4.4714, -4.8839], [-3.6490, 5.5091, -2.6560], [-2.2811, -2.8042, -1.5337], [-1.2596, -2.0807, -2.7486], [-0.4570, -0.9882, -2.3927], [0.2468, -0.4608, -3.4813], [1.1618, 0.9787, -3.1653], [0.2057, -0.9439, -4.7818], [1.0915, -0.1821, -6.0428], [-0.5907, -2.0512, -5.0569], [-0.6734, -2.6888, -6.6495], [-1.3438, -2.6176, -4.0336], [-2.3689, -3.9597, -4.3690], [-1.9949, -3.6687, 3.3223], [-1.8786, -2.7843, 2.1613], [-0.5127, -2.9625, 1.5018], [0.2265, -3.9077, 2.0216], [-0.1281, -2.2953, 0.5623], [-2.8916, -4.1305, 3.3644], [-1.8700, -3.1632, 4.1898], [-0.3431, -4.2978, 2.7337], [-1.9951, -1.7284, 2.3995], [-2.6308, -3.0236, 1.4111], [-3.9024, 0.1458, -1.8372], [-3.8894, 0.7467, -0.6488], [-4.6669, 1.8225, -0.4859], [-2.9866, 0.1579, 0.6471], [-4.3015, 0.5949, -2.6457], [-3.2762, -0.6277, -1.9828], [-5.2136, 2.2129, -1.2351], [-4.6376, 2.2916, 0.4016], [0.3590, -0.3529, 2.3310], [1.5577, -0.3943, 2.0027], [1.9317, -0.3875, 0.7927], [2.6393, -0.4239, 3.0421], [2.3317, -0.3720, 4.3920], [3.3638, -0.3647, 5.3150], [4.6919, -0.3949, 4.9303], [4.9694, -0.4413, 3.5767], [3.9621, -0.4637, 2.6299], [6.3683, -0.4464, 3.1318], [6.5784, -0.2147, 1.9558], [7.2212, -0.6802, 3.9631], [3.0412, -0.3096, 6.7486], [3.9704, -0.2525, 7.5293], [1.8667, -0.3307, 7.0593], [1.3018, -0.3311, 4.7155], [5.4873, -0.3780, 5.6597], [4.2023, -0.5193, 1.5782]], "charge": 0, "e_lumo_ev": [-1.025, -1.025], "homo_lumo_gap_ev": [6.86, 6.87], "multiplicity": 7}


No. 2
{"formula": "C10H16", "method": "ωB97M-V with the def2-TZVPD basis set", "elements": ["C", "C", "C", "C", "C", "C", "C", "C", "H", "H", "H", "H", "H", "H", "H", "H", "H", "H", "C", "C", "H", "H", "H", "H", "H", "H"], "xyz": [[0.9742, -1.6491, 2.0926], [0.5799, -0.1891, 2.3848], [0.5800, 0.6471, 1.1524], [1.4239, 1.7457, 0.9906], [1.3909, 2.5265, -0.1711], [0.7401, 2.1138, -1.3250], [-0.1671, 1.0723, -1.1401], [-0.2756, 0.4301, 0.0703], [1.9832, -1.7366, 1.7074], [0.2702, -2.0749, 1.3755], [0.9310, -2.2547, 2.9870], [-0.3921, -0.2636, 2.8306], [1.2305, 0.2254, 3.1570], [2.1473, 1.9737, 1.7669], [2.1077, 3.3425, -0.1156], [0.6251, 2.7416, -2.1935], [-0.8880, 0.7197, -1.8685], [-0.9650, -0.4097, 0.1201], [-1.4952, -2.2448, -2.2352], [-2.8151, -2.5104, -1.4957], [-1.1738, -3.1795, -2.7094], [-1.5568, -1.3203, -2.7957], [-0.6797, -2.2840, -1.5013], [-2.5388, -2.9260, -0.5372], [-3.5327, -3.1663, -1.9809], [-3.3204, -1.6261, -1.0921]], "smiles": "CCc1ccccc1.CC", "charge": 0, "e_lumo_ev": 0.926, "homo_lumo_gap_ev": 10.00}


Computed calculated total energy, in the same sequence as the records: -11323.82896, -390.60009 Eh.
Computed relative energy (zero: lowest compared OMol25 entry of this formula, charge and spin), in the same sequence as the records: 194.0, 94.0 kJ/mol.